{
  "formula": "C7H11N2O4",
  "method": "wB97M-V/def2-TZVPD",
  "elements": ["C", "C", "C", "C", "C", "C", "C", "N", "N", "O", "O", "O", "O", "H", "H", "H", "H", "H", "H", "H", "H", "H", "H", "H"],
  "coordinates": [[-0.58, -1.86, -1.28], [0.78, -1.62, 2.22], [-1.00, 1.83, -0.79], [-1.60, 0.53, -1.28], [-0.09, 1.32, 0.31], [-0.89, -0.63, -0.53], [1.64, -0.84, 1.21], [2.50, -1.66, 0.49], [0.46, 0.01, -0.20], [0.00, -2.84, -0.64], [0.63, -1.04, 3.28], [-1.00, -1.90, -2.45], [0.28, -2.76, 1.82], [-0.34, 2.34, -1.54], [-1.82, 2.48, -0.43], [-2.69, 0.41, -1.15], [-1.36, 0.46, -2.36], [0.80, 1.95, 0.51], [-0.74, 1.16, 1.17], [-1.40, -0.65, 0.45], [2.20, 0.03, 1.53], [1.97, -2.38, -0.01], [3.10, -1.17, -0.04], [0.06, -2.64, 0.38]],
  "lumo_ev": 3.683,
  "de_lowest_ev": 0.615,
  "max_force_ha_per_bohr": 0.0859,
  "energy_ha": -683.837120,
  "total_charge": -1,
  "homo_ev": -4.67,
  "gap_ev": 8.3488
}